The following is a DFT calculation (ωB97M-V/def2-TZVPD) of the ion CH3O4S with charge -1 in a non-equilibrium geometry.

For the HOMO energy, the calculation gives -4.1 eV. Its multiplicity is 1. As for the total charge: -1. The value obtained for the largest force on an atom is 3.93 eV Å⁻¹. For the energy above the lowest of the compared OMol25 structures with the same formula, charge and spin, the calculation gives 187.8 kJ/mol. Its energy is -20110.680 eV.

Geometry (Å):
C  -0.94034  0.48427  -0.93703
O  2.14613  -0.90379  1.50937
O  0.59632  0.34167  -0.13832
O  -0.27566  -0.81500  2.23099
O  -1.04615  -0.26284  -1.93229
S  0.77996  -1.16471  1.24983
H  -1.50656  0.37408  -0.02739
H  -0.96744  1.69695  -1.14045
H  1.21374  0.24937  -0.81471

***

The following is a DFT calculation (ωB97M-V/def2-TZVPD) of a cluster of 8 separate species, C29H48O24 in total in a non-equilibrium geometry.

For the HOMO energy, the calculation gives -10.1 eV. Its multiplicity is 1. As for the total charge: 0. The value obtained for the largest force on an atom is 6.35 eV Å⁻¹. For the energy above the lowest of the compared OMol25 structures with the same formula, charge and spin, the calculation gives 458.3 kJ/mol. Its energy is -79987.818 eV.

Geometry (Å):
C  -13.40429  16.87918  6.87492
C  -14.07273  18.21264  7.30125
O  -13.86438  18.22307  8.76967
C  -13.38001  17.05120  9.15373
O  -13.28298  16.64034  10.31846
O  -13.33940  16.25435  8.12872
H  -12.36997  16.92459  6.53400
H  -14.12540  16.39194  6.21866
H  -15.12911  18.34613  7.06820
H  -13.51863  19.10032  6.99611
C  -7.23761  17.30567  9.40313
C  -7.20190  18.27409  8.17108
C  -7.02266  19.81869  8.47906
O  -5.84166  20.15350  7.73850
C  -5.39203  19.13646  7.03982
O  -4.37008  19.19492  6.28827
O  -6.08567  18.02013  7.39834
H  -8.12675  17.76580  9.83420
H  -6.45950  17.40400  10.16008
H  -7.29833  16.24551  9.15722
H  -8.04735  18.21042  7.48605
H  -6.86227  20.00218  9.54147
H  -7.87903  20.29904  8.00578
C  -8.17189  5.70837  7.01333
C  -7.52673  7.01304  7.45967
C  -7.42939  8.12268  6.38972
O  -7.96679  9.28170  7.08529
C  -8.50411  8.92311  8.23508
O  -9.18895  9.78696  8.85151
O  -8.43347  7.59211  8.38578
H  -7.63070  5.31076  6.15478
H  -9.14139  5.73575  6.51591
H  -8.30905  4.91784  7.75113
H  -6.57622  6.75665  7.92752
H  -8.02504  7.82463  5.52689
H  -6.37302  8.31898  6.20626
C  -10.64002  13.04363  9.02809
C  -9.38741  13.83237  8.58610
C  -8.81410  13.14099  7.35065
O  -9.09530  14.18855  6.44178
C  -9.40969  15.39052  7.01796
O  -9.44930  16.42317  6.37356
O  -9.84678  15.14919  8.20555
H  -10.53510  11.96034  8.96817
H  -11.42724  13.46281  8.40146
H  -10.94965  13.37142  10.02045
H  -8.61557  13.74447  9.35072
H  -9.25534  12.15395  7.21219
H  -7.74699  12.92382  7.30376
C  -9.91480  19.64923  4.60142
C  -10.91671  19.46471  3.41464
C  -10.28393  18.81845  2.24121
O  -11.14966  17.75344  1.90682
C  -12.11375  17.58974  2.90881
O  -13.02882  16.78105  2.86801
O  -12.03118  18.60777  3.77880
H  -10.34943  20.40541  5.25517
H  -8.91963  19.93919  4.26426
H  -9.78824  18.74995  5.20424
H  -11.21270  20.44124  3.03137
H  -9.30243  18.39340  2.45118
H  -10.36481  19.52048  1.41133
C  -8.79659  15.25515  12.07248
O  -7.46444  15.38455  12.59011
C  -6.32818  14.89053  12.04684
O  -5.30702  15.01117  12.72735
O  -6.52704  14.32065  10.84114
C  -5.39439  13.84702  10.15618
H  -9.16519  14.23183  12.14352
H  -8.82811  15.52692  11.01737
H  -9.56898  15.72079  12.68461
H  -5.18354  12.92933  10.70526
H  -4.52936  14.51008  10.14291
H  -5.74930  13.51111  9.18186
C  -4.56758  15.84114  1.05439
O  -5.20994  15.66304  2.33838
C  -6.01565  14.53043  2.50803
O  -6.09045  13.60173  1.72870
O  -6.70903  14.49167  3.70248
C  -6.69200  15.60656  4.55992
H  -5.26943  16.01350  0.23842
H  -3.96255  14.95947  0.84296
H  -3.94773  16.73471  1.12801
H  -5.63904  15.68690  4.82996
H  -7.33929  15.43684  5.42034
H  -7.11414  16.54079  4.18965
C  -11.71423  13.25138  4.23827
C  -11.86139  12.04392  3.34758
O  -12.34004  12.46989  2.02354
C  -11.48115  12.90239  1.02355
O  -10.21576  12.81486  1.07275
O  -12.18271  13.15102  -0.02201
C  -11.86963  14.27959  -0.75246
H  -11.86752  12.97202  5.28066
H  -12.46242  14.00431  3.99047
H  -10.73681  13.72559  4.14948
H  -12.50253  11.29500  3.81252
H  -10.92125  11.50833  3.21575
H  -12.69544  14.51026  -1.42546
H  -10.96055  14.18947  -1.34705
H  -11.74518  15.06534  -0.00733

***

The following is a DFT calculation (ωB97M-V/def2-TZVPD) of a structure of composition C13H23CoF5NOPTe in a non-equilibrium geometry.

For the HOMO energy (alpha / beta), the calculation gives -7.4 / -8.5 eV. Its multiplicity is 4. As for the total charge: 0. The value obtained for the largest force on an atom is 3.23 eV Å⁻¹. Its energy is -85185.620 eV.

Geometry (Å):
C  0.47857  3.23458  -3.67461
C  -0.80847  2.78771  -3.36028
C  -0.99807  1.79814  -2.36755
C  0.11141  1.25957  -1.71379
C  1.39064  1.74954  -1.99140
C  1.59086  2.73559  -2.97948
C  -2.37340  1.29436  -2.07681
C  -2.39299  -0.20530  -1.69965
N  -2.59077  -1.03676  -2.84776
Co  0.03993  -0.09584  -0.23703
C  2.54553  1.09644  -1.29632
P  1.98692  -0.65706  -0.94828
H  -1.69300  3.15653  -3.89750
H  2.61210  3.04818  -3.20526
H  0.62812  3.96514  -4.48839
H  2.73303  1.53860  -0.30286
H  3.46412  1.08114  -1.89937
H  -2.80052  1.83514  -1.22113
H  -3.01677  1.48061  -2.94308
H  -1.45319  -0.48969  -1.07751
C  3.36097  -1.43188  -0.06718
C  2.07006  -1.34932  -2.63552
H  -3.30802  -0.36849  -1.08893
C  -1.50961  -1.11994  -3.79209
C  -3.21209  -2.31129  -2.57997
H  0.23178  -1.02388  1.24921
H  -1.85894  -1.71528  -4.64802
H  -1.20797  -0.11808  -4.13927
H  -0.61507  -1.63596  -3.37825
H  -3.44080  -2.81284  -3.53095
H  -2.55982  -2.98436  -1.98804
H  -4.14528  -2.15180  -2.02189
H  3.09922  -1.29622  -3.01889
H  1.74192  -2.39434  -2.56495
H  1.40881  -0.80058  -3.32211
H  4.30117  -1.33607  -0.63519
H  3.45808  -0.96636  0.92498
H  3.10285  -2.49482  0.04506
H  -0.23952  -1.50282  0.85663
F  -0.49406  1.81774  4.52342
Te  0.02874  1.77652  2.65080
F  1.23371  3.16353  2.97598
F  -1.30200  0.45795  2.48887
F  -1.33433  3.00582  2.23225
F  1.28719  0.46041  3.17107
O  0.50538  1.55186  0.88254

***

The following is a DFT calculation (ωB97M-V/def2-TZVPD) of a structure of composition C30H38IrN8O3PS2.

For the HOMO energy (alpha / beta), the calculation gives -12.0 / -13.6 eV. Its multiplicity is 5. As for the total charge: +2. The value obtained for the largest force on an atom is 0.77 eV Å⁻¹. For the energy above the lowest of the compared OMol25 structures with the same formula, charge and spin, the calculation gives 0.0 kJ/mol. Its energy is -83574.741 eV.

Geometry (Å):
Ir  -0.88475  -0.35872  0.10575
S  -0.38854  -2.43667  0.82417
C  -0.56822  -2.07198  2.56983
N  -0.22446  -2.96226  3.47854
N  0.33589  -4.11424  3.13159
C  1.68867  -4.34078  3.18031
C  2.15579  -5.63509  2.89342
C  3.50984  -5.87798  2.90685
C  4.39957  -4.85039  3.21674
C  3.92995  -3.57097  3.51616
C  2.57882  -3.30208  3.50167
N  -1.08825  -0.92136  2.98184
N  -1.35430  -0.02591  2.05317
C  -2.17031  1.05422  2.48817
C  -2.08778  2.28764  1.84670
C  -2.90731  3.32990  2.24961
C  -3.81415  3.15335  3.28653
C  -3.89313  1.92290  3.92624
C  -3.07661  0.87321  3.53377
H  -0.28059  -4.92061  3.07409
H  1.45090  -6.42803  2.66108
H  3.88137  -6.86942  2.68703
H  5.46323  -5.05184  3.24222
H  4.62954  -2.78901  3.78335
H  2.19209  -2.32504  3.76310
H  -1.36921  2.43395  1.05053
H  -2.82620  4.29514  1.76263
H  -4.44823  3.97325  3.60162
H  -4.59244  1.77952  4.74199
H  -3.12507  -0.08283  4.03553
C  2.00077  1.53290  -3.15952
C  1.39706  1.93073  -1.84073
O  2.01198  1.12495  -0.78914
P  1.21005  0.65348  0.48953
O  1.05971  1.84147  1.48965
C  2.19292  2.57374  2.07345
C  2.49590  3.81000  1.27110
O  2.26209  -0.29241  1.19010
C  3.00252  -1.31302  0.44621
C  4.45193  -0.91220  0.33720
H  1.61427  2.17784  -3.95084
H  1.75930  0.49776  -3.40782
H  3.08611  1.64078  -3.13157
H  0.31233  1.78415  -1.82244
H  1.60705  2.97352  -1.60946
H  3.04505  1.90092  2.13596
H  1.86305  2.81340  3.07786
H  2.93915  3.56181  0.30633
H  3.20740  4.42780  1.81936
H  1.59047  4.39796  1.11394
H  2.54678  -1.44751  -0.53687
H  2.87775  -2.23263  1.01100
H  4.55405  0.02334  -0.21355
H  5.00894  -1.68798  -0.19315
H  4.89320  -0.79062  1.32818
C  -3.92575  4.80177  -1.40041
C  -3.58199  3.57010  -2.24598
C  -3.55128  2.30655  -1.44553
N  -2.51282  1.56932  -1.28126
N  -2.75766  0.46651  -0.48145
C  -3.99835  0.38434  -0.05872
N  -4.45705  -0.61044  0.70835
S  -4.96582  1.69129  -0.62498
H  -3.94589  5.69290  -2.02772
H  -3.18254  4.95427  -0.61397
H  -4.90785  4.70711  -0.92910
H  -2.59968  3.67399  -2.70509
H  -4.30568  3.45601  -3.05628
H  -3.80932  -1.29381  1.06481
H  -5.37771  -0.57721  1.10894
N  -0.55266  -0.79226  -1.86771
C  -0.44664  -1.09536  -2.96252
C  -0.29043  -1.44412  -4.34016
C  0.76909  -2.26984  -4.72349
C  0.91719  -2.59226  -6.05957
C  0.01799  -2.09725  -6.99737
C  -1.03512  -1.27647  -6.60896
C  -1.19688  -0.94400  -5.27727
H  1.46043  -2.64957  -3.98090
H  1.73340  -3.23146  -6.37318
H  0.13890  -2.35486  -8.04350
H  -1.73000  -0.89754  -7.34777
H  -2.01185  -0.30575  -4.95822

***

> What is the energy in the second record?

-79987.818 eV

***

> Which of these has the lowest energy?

C13H23CoF5NOPTe